# 1
ORCA calculation (ωB97M-V with the def2-TZVPD basis set) on a molecular structure, C25H48CaF6O24P at a distorted geometry.

Summary:
- 2S+1: 2
- HOMO-LUMO gap (spin up / spin down): 10.964 / 4.201 eV
- E_tot: -119866.8238 eV
- Net charge: +2

CARTESIAN COORDINATES (ANGSTROEM)
Ca (1.77, 0.97, -1.77)
P (0.12, 0.66, 0.90)
F (-1.41, 1.03, 1.10)
F (-0.12, -0.23, -0.46)
F (0.29, 1.86, -0.13)
F (1.70, 0.40, 0.67)
F (0.43, 1.62, 2.15)
F (0.09, -0.72, 1.77)
C (-1.09, -0.82, 5.15)
C (-1.83, 0.24, 5.90)
C (-1.04, 1.57, 5.86)
O (-2.10, 2.52, 5.74)
C (-3.22, 1.87, 5.32)
O (-4.27, 2.42, 5.10)
O (-2.95, 0.60, 5.13)
H (-0.81, -0.53, 4.14)
H (-1.62, -1.77, 5.12)
H (-0.18, -1.12, 5.67)
H (-1.99, -0.07, 6.93)
H (-0.40, 1.55, 4.97)
H (-0.50, 1.68, 6.80)
C (-0.28, 3.48, -5.24)
O (-1.40, 3.35, -4.37)
C (-1.29, 2.42, -3.26)
O (-0.21, 1.86, -2.91)
O (-2.52, 2.37, -2.82)
C (-2.98, 1.48, -1.85)
H (0.18, 2.55, -5.56)
H (0.50, 4.17, -4.91)
H (-0.60, 4.04, -6.12)
H (-2.39, 0.56, -1.91)
H (-4.06, 1.35, -1.91)
H (-2.86, 1.89, -0.85)
C (-0.04, 5.09, -1.09)
O (1.36, 5.36, -1.05)
C (2.28, 4.53, -1.53)
O (2.17, 3.33, -1.93)
O (3.43, 5.21, -1.63)
C (4.66, 4.79, -2.22)
H (-0.22, 4.05, -0.80)
H (-0.34, 5.00, -2.13)
H (-0.53, 5.96, -0.65)
H (4.65, 3.72, -2.38)
H (5.44, 5.09, -1.51)
H (4.93, 5.31, -3.14)
C (-3.70, -1.17, 1.84)
O (-4.84, -0.91, 2.65)
C (-5.29, -1.84, 3.54)
O (-4.88, -2.98, 3.71)
O (-6.27, -1.38, 4.28)
C (-6.85, 0.01, 4.16)
H (-3.48, -0.45, 1.06)
H (-3.99, -2.08, 1.30)
H (-2.76, -1.41, 2.34)
H (-6.12, 0.78, 4.40)
H (-7.59, 0.02, 4.96)
H (-7.23, 0.26, 3.17)
C (4.84, 3.30, 0.88)
O (5.65, 2.30, 0.26)
C (5.05, 1.45, -0.60)
O (3.84, 1.49, -1.00)
O (5.88, 0.58, -1.23)
C (7.18, 0.33, -0.70)
H (5.43, 4.15, 1.22)
H (4.13, 2.98, 1.64)
H (4.30, 3.84, 0.10)
H (7.25, 0.06, 0.35)
H (7.79, 1.20, -0.93)
H (7.53, -0.58, -1.19)
C (-1.48, -3.37, -2.94)
O (-0.48, -2.41, -2.62)
C (-0.04, -1.50, -3.50)
O (0.74, -0.61, -3.24)
O (-0.64, -1.71, -4.75)
C (-0.48, -0.69, -5.74)
H (-1.58, -4.13, -2.16)
H (-1.19, -3.88, -3.85)
H (-2.40, -2.80, -3.10)
H (-1.04, -0.73, -6.67)
H (0.53, -0.50, -6.11)
H (-0.70, 0.31, -5.36)
C (5.26, -1.92, -3.24)
O (4.77, -2.55, -2.10)
C (3.56, -2.09, -1.54)
O (2.96, -1.08, -1.85)
O (3.13, -3.04, -0.68)
C (2.02, -2.91, 0.16)
H (4.92, -2.41, -4.15)
H (6.35, -1.83, -3.22)
H (4.95, -0.88, -3.33)
H (2.32, -2.75, 1.20)
H (1.42, -3.82, 0.19)
H (1.41, -2.01, 0.06)
C (-4.16, -6.46, 0.32)
O (-2.87, -5.91, 0.53)
C (-2.58, -5.23, 1.68)
O (-3.45, -4.84, 2.43)
O (-1.34, -4.83, 1.70)
C (-0.90, -3.76, 2.50)
H (-4.76, -5.88, -0.38)
H (-4.79, -6.46, 1.21)
H (-4.09, -7.47, -0.09)
H (0.04, -4.13, 2.92)
H (-1.57, -3.46, 3.30)
H (-0.48, -2.91, 1.95)

Mulliken population analysis, charges in e, atoms 1 to 6:
1 Ca 2.453
2 P 1.423
3 F -0.499
4 F -0.310
5 F -0.330
6 F -0.479

=====

# 2
ORCA calculation (ωB97M-V with the def2-TZVPD basis set) on 15 unconnected molecules or ions with the total composition C25H48Cl28INO4 at a distorted geometry.

Summary:
- HOMO-LUMO gap: 9.712 eV
- E_tot: -395111.9045 eV

CARTESIAN COORDINATES (ANGSTROEM)
C (-0.81, -3.71, 0.39)
C (-0.87, -3.27, -1.08)
C (0.35, -2.50, -1.57)
O (0.08, -1.11, -1.38)
C (0.83, -0.27, -2.23)
N (1.08, 1.02, -1.60)
C (0.55, 2.17, -2.35)
C (-0.98, 2.32, -2.16)
C (-1.37, 3.77, -2.44)
C (-1.45, 1.94, -0.75)
C (2.43, 1.20, -1.22)
O (3.36, 1.45, -1.96)
O (2.65, 1.02, 0.12)
C (1.97, 1.95, 0.95)
C (1.31, 1.36, 2.17)
O (0.87, 2.12, 3.04)
I (1.06, -0.75, 2.38)
H (-0.16, -3.05, 0.95)
H (-1.81, -3.60, 0.81)
H (-0.46, -4.73, 0.45)
H (-1.12, -4.10, -1.74)
H (-1.69, -2.56, -1.16)
H (1.23, -2.77, -0.97)
H (0.57, -2.72, -2.61)
H (1.75, -0.76, -2.55)
H (0.20, -0.07, -3.10)
H (1.02, 3.07, -1.98)
H (0.84, 2.11, -3.40)
H (-1.48, 1.68, -2.89)
H (-2.41, 3.92, -2.17)
H (-0.80, 4.41, -1.76)
H (-1.20, 4.06, -3.47)
H (-0.92, 1.08, -0.36)
H (-1.33, 2.77, -0.05)
H (-2.50, 1.65, -0.77)
H (2.70, 2.67, 1.32)
H (1.19, 2.49, 0.42)
C (-4.63, 2.08, 1.93)
Cl (-4.65, 2.42, 0.20)
Cl (-3.47, 0.81, 2.33)
H (-4.35, 2.99, 2.46)
H (-5.62, 1.75, 2.22)
C (-1.08, 2.51, 5.81)
Cl (-2.79, 2.80, 5.46)
Cl (-0.80, 2.16, 7.52)
H (-0.76, 1.65, 5.22)
H (-0.52, 3.39, 5.54)
C (-0.38, -8.14, 0.36)
Cl (1.08, -7.46, -0.37)
Cl (-1.79, -7.10, 0.10)
H (-0.57, -9.10, -0.08)
H (-0.22, -8.23, 1.43)
C (3.27, 4.84, -2.59)
Cl (2.18, 5.10, -3.95)
Cl (2.48, 5.17, -1.04)
H (3.58, 3.80, -2.59)
H (4.12, 5.50, -2.69)
C (-5.21, -1.14, -2.01)
Cl (-6.19, -0.41, -0.73)
Cl (-3.51, -0.71, -1.83)
H (-5.31, -2.21, -1.94)
H (-5.56, -0.77, -2.96)
C (5.29, -1.26, 3.28)
Cl (4.59, -0.27, 2.00)
Cl (4.87, -2.97, 3.12)
H (6.37, -1.16, 3.24)
H (4.91, -0.91, 4.23)
C (1.86, 5.75, 2.85)
Cl (0.63, 6.33, 1.73)
Cl (2.53, 7.05, 3.85)
H (1.40, 5.01, 3.50)
H (2.67, 5.31, 2.28)
C (-4.90, -4.96, 1.13)
Cl (-6.67, -5.01, 1.09)
Cl (-4.24, -3.72, 0.06)
H (-4.59, -4.74, 2.14)
H (-4.53, -5.93, 0.81)
C (-3.12, -3.49, -5.30)
Cl (-1.64, -3.03, -4.46)
Cl (-4.56, -3.23, -4.31)
H (-3.21, -2.89, -6.20)
H (-3.06, -4.55, -5.55)
C (3.40, 1.06, -5.38)
Cl (1.63, 0.93, -5.41)
Cl (3.99, 2.32, -6.48)
H (3.70, 1.31, -4.37)
H (3.82, 0.11, -5.69)
C (2.26, 0.00, -9.05)
Cl (3.44, -1.10, -9.79)
Cl (0.74, -0.82, -8.68)
H (2.68, 0.38, -8.13)
H (2.06, 0.80, -9.74)
C (5.27, 1.85, 5.55)
Cl (3.64, 1.89, 4.87)
Cl (6.52, 1.76, 4.31)
H (5.42, 2.76, 6.12)
H (5.35, 0.98, 6.19)
C (5.57, -3.24, 6.80)
Cl (6.98, -2.38, 6.17)
Cl (4.06, -2.39, 6.46)
H (5.52, -4.22, 6.33)
H (5.68, -3.33, 7.87)
C (-8.15, 0.88, 4.00)
Cl (-8.18, 1.27, 2.27)
Cl (-6.95, -0.37, 4.37)
H (-7.88, 1.78, 4.55)
H (-9.13, 0.53, 4.30)

Mulliken population analysis, charges in e, atoms 1 to 6:
1 C -0.357
2 C 0.756
3 C -1.156
4 O 0.188
5 C -1.381
6 N 1.602

=====

# 3
ORCA calculation (ωB97M-V with the def2-TZVPD basis set) on a molecular structure, C25H48Cl3N4O3PrSSi at a distorted geometry.

Summary:
- 2S+1: 3
- HOMO-LUMO gap (spin up / spin down): 8.405 / 8.407 eV
- E_tot: -109161.5143 eV
- Energy above the lowest of the compared OMol25 structures with the same formula, charge and spin: 0.0 kJ/mol

CARTESIAN COORDINATES (ANGSTROEM)
C (-4.43, 2.38, -3.00)
C (-3.69, 2.53, -1.71)
H (-5.31, 3.05, -2.96)
H (-4.83, 1.36, -3.17)
H (-3.82, 2.67, -3.88)
C (-4.29, 2.84, -0.56)
C (-5.75, 3.03, -0.40)
H (-3.67, 3.09, 0.32)
H (-6.30, 2.12, -0.61)
H (-6.16, 3.84, -1.01)
H (-5.96, 3.26, 0.65)
Pr (0.80, -2.10, 0.43)
Cl (1.74, -0.38, -1.39)
Cl (1.48, -4.61, -0.38)
H (6.18, -5.19, -0.32)
H (6.82, -3.66, -1.91)
C (5.27, -4.69, 0.04)
C (5.79, -3.29, -1.98)
N (5.09, -3.44, -0.70)
H (5.39, -4.48, 1.11)
C (4.23, -2.53, -0.31)
O (3.54, -2.54, 0.74)
H (5.81, -2.23, -2.27)
H (4.06, -1.67, -1.01)
H (4.43, -5.38, -0.12)
H (5.29, -3.86, -2.78)
H (-3.58, -1.03, 0.03)
H (-4.18, 0.75, 2.24)
C (-3.75, -1.68, 0.92)
C (-4.11, -0.18, 2.78)
N (-3.23, -1.10, 2.14)
H (-3.30, -2.66, 0.69)
C (-2.03, -1.37, 2.71)
O (-1.19, -2.25, 2.40)
H (-3.74, 0.03, 3.77)
H (-1.83, -0.71, 3.54)
H (-4.85, -1.77, 1.02)
H (-5.10, -0.61, 2.83)
O (-2.18, 0.78, -2.42)
C (-2.22, 2.12, -1.82)
C (-1.78, 1.62, 0.65)
C (-1.47, 2.31, -0.52)
H (-2.49, 0.77, 0.61)
C (-1.40, 2.13, 1.89)
H (-1.71, 2.73, -2.58)
C (-0.45, 3.26, -0.47)
H (-1.77, 1.69, 2.83)
C (-0.53, 3.23, 1.93)
C (-0.04, 3.78, 0.74)
H (-0.10, 3.69, -1.40)
H (-0.18, 3.63, 2.88)
H (0.63, 4.64, 0.79)
Si (-1.90, 0.28, -3.96)
Cl (-1.29, -3.15, -0.37)
C (-1.89, -1.61, -3.67)
C (-0.16, 0.58, -4.42)
C (-3.31, 0.30, -5.11)
H (-1.07, -1.86, -2.96)
H (-1.70, -2.19, -4.56)
H (-2.81, -1.97, -3.21)
H (-3.95, -0.56, -4.84)
H (-2.84, 0.13, -6.08)
H (-3.89, 1.18, -5.14)
H (0.23, 1.52, -4.02)
H (-0.06, 0.57, -5.52)
H (0.42, -0.27, -4.03)
C (3.29, 2.21, 1.32)
N (3.66, 1.08, 2.14)
C (4.97, 0.51, 1.87)
C (2.68, 0.26, 2.60)
S (1.07, 0.38, 2.08)
N (3.03, -0.69, 3.51)
C (4.10, -0.42, 4.48)
C (2.08, -1.75, 3.91)
H (4.19, 2.79, 1.16)
H (2.56, 2.83, 1.84)
H (2.87, 1.90, 0.36)
H (5.62, 0.54, 2.75)
H (4.91, -0.53, 1.50)
H (5.44, 1.12, 1.09)
H (4.35, 0.66, 4.46)
H (3.74, -0.69, 5.50)
H (4.99, -1.02, 4.25)
H (1.06, -1.35, 4.01)
H (2.07, -2.56, 3.16)
H (2.41, -2.15, 4.88)

Mulliken population analysis, charges in e, atoms 1 to 6:
1 C -1.521
2 C 0.321
3 H 0.341
4 H 0.199
5 H 0.324
6 C 0.514

=====

# 4
ORCA calculation (ωB97M-V with the def2-TZVPD basis set) on a molecular structure, C25H48ClCoN2O6P2S.

Summary:
- 2S+1: 5
- HOMO-LUMO gap (spin up / spin down): 8.941 / 6.834 eV
- E_tot: -121524.3386 eV
- Net charge: +2

CARTESIAN COORDINATES (ANGSTROEM)
Co (-0.70, -0.01, -0.26)
C (3.66, -2.82, -2.52)
C (3.17, -3.11, -1.13)
C (3.94, -4.20, -0.42)
O (3.36, -1.87, -0.34)
P (2.21, -1.03, 0.26)
O (1.01, -0.95, -0.66)
C (1.71, -1.73, 1.83)
P (0.45, -0.77, 2.70)
O (-0.46, -0.09, 1.71)
O (-0.32, -1.74, 3.65)
C (-1.23, -2.77, 3.14)
C (-2.65, -2.31, 3.41)
C (-0.86, -4.07, 3.81)
O (1.26, 0.17, 3.61)
C (0.80, 1.41, 4.29)
C (-0.54, 1.18, 4.95)
C (0.82, 2.54, 3.29)
O (2.81, 0.35, 0.63)
C (3.98, 1.04, 0.05)
C (3.68, 2.52, 0.16)
C (5.22, 0.61, 0.80)
H (3.54, -3.71, -3.14)
H (4.72, -2.55, -2.51)
H (3.09, -2.01, -2.98)
H (2.10, -3.32, -1.13)
H (5.00, -3.97, -0.38)
H (3.81, -5.14, -0.95)
H (3.58, -4.35, 0.60)
H (2.58, -1.82, 2.48)
H (1.31, -2.73, 1.64)
H (-1.07, -2.85, 2.05)
H (-2.81, -2.22, 4.48)
H (-3.36, -3.03, 3.01)
H (-2.83, -1.34, 2.95)
H (-0.97, -3.98, 4.89)
H (0.16, -4.36, 3.59)
H (-1.53, -4.87, 3.47)
H (1.57, 1.54, 5.04)
H (-1.33, 1.03, 4.21)
H (-0.80, 2.07, 5.53)
H (-0.51, 0.33, 5.62)
H (0.05, 2.41, 2.53)
H (1.79, 2.60, 2.81)
H (0.64, 3.48, 3.81)
H (4.04, 0.73, -1.00)
H (3.71, 2.83, 1.20)
H (2.71, 2.75, -0.25)
H (4.44, 3.08, -0.38)
H (5.14, 0.90, 1.85)
H (6.09, 1.12, 0.38)
H (5.39, -0.46, 0.73)
C (-2.50, 2.09, -4.35)
N (-2.05, 2.55, -3.04)
C (-3.13, 3.05, -2.18)
C (-0.83, 2.33, -2.57)
S (-0.56, 2.21, -0.84)
N (0.21, 2.29, -3.41)
C (1.51, 1.78, -3.01)
C (0.23, 3.06, -4.66)
H (-3.43, 1.54, -4.20)
H (-1.76, 1.43, -4.79)
H (-2.70, 2.93, -5.03)
H (-3.78, 3.67, -2.80)
H (-2.72, 3.65, -1.38)
H (-3.70, 2.22, -1.77)
H (1.40, 0.93, -2.34)
H (2.10, 2.56, -2.53)
H (2.02, 1.45, -3.92)
H (-0.59, 3.76, -4.69)
H (0.20, 2.41, -5.54)
H (1.17, 3.62, -4.68)
Cl (-7.53, 1.37, -1.75)
C (-6.04, 0.60, -1.44)
C (-5.51, 0.61, -0.14)
C (-4.32, -0.01, 0.10)
C (-3.60, -0.68, -0.94)
C (-2.43, -1.40, -0.66)
C (-4.15, -0.64, -2.26)
C (-5.35, -0.02, -2.50)
H (-6.07, 1.09, 0.65)
H (-3.91, -0.02, 1.10)
H (-2.06, -2.10, -1.40)
H (-2.27, -1.67, 0.38)
H (-3.63, -1.15, -3.06)
H (-5.79, -0.02, -3.49)

Mulliken population analysis, charges in e, atoms 1 to 6:
1 Co 2.030
2 C -1.421
3 C 0.680
4 C -1.424
5 O -0.048
6 P 0.162

=====

# 5
ORCA calculation (ωB97M-V with the def2-TZVPD basis set) on a molecular structure, C25H48InNOSi at a distorted geometry.

Summary:
- 2S+1: 2
- HOMO-LUMO gap (spin up / spin down): 6.620 / 6.591 eV
- E_tot: -43291.0626 eV
- Net charge: -1

CARTESIAN COORDINATES (ANGSTROEM)
C (-1.94, 2.68, -2.83)
Si (-2.21, 1.01, -2.02)
C (-0.73, -0.11, -2.29)
C (-2.60, 1.25, -0.19)
C (-1.38, 1.05, 0.75)
C (-1.40, -0.37, 1.32)
C (-2.45, -0.55, 2.43)
C (-3.26, -1.84, 2.33)
C (-2.46, -3.10, 2.70)
C (-1.77, -3.79, 1.52)
C (-0.84, -4.95, 1.95)
In (0.74, -5.16, 0.36)
C (-3.71, 0.12, -2.77)
C (-3.59, -0.98, -3.63)
C (-4.73, -1.62, -4.12)
C (-5.99, -1.15, -3.77)
C (-6.14, -0.05, -2.93)
C (-5.00, 0.58, -2.43)
H (-2.58, 3.47, -2.43)
H (-0.91, 2.98, -2.65)
H (-2.08, 2.65, -3.91)
H (-1.01, -1.11, -1.97)
H (0.16, 0.22, -1.77)
H (-0.52, -0.18, -3.36)
H (-3.36, 0.52, 0.08)
H (-3.07, 2.23, -0.06)
H (-0.47, 1.16, 0.17)
H (-1.39, 1.78, 1.55)
H (-0.42, -0.59, 1.73)
H (-1.62, -1.06, 0.51)
H (-1.94, -0.58, 3.39)
H (-3.13, 0.30, 2.46)
H (-3.68, -1.96, 1.33)
H (-4.11, -1.75, 3.02)
H (-3.12, -3.83, 3.16)
H (-1.70, -2.85, 3.44)
H (-1.19, -3.07, 0.96)
H (-2.55, -4.15, 0.84)
H (-0.42, -4.68, 2.91)
H (-1.43, -5.86, 2.03)
H (0.92, -3.59, -0.49)
H (2.30, -5.72, 1.02)
H (0.19, -6.36, -0.84)
H (-2.61, -1.35, -3.88)
H (-4.62, -2.48, -4.76)
H (-6.88, -1.64, -4.14)
H (-7.11, 0.31, -2.65)
H (-5.10, 1.42, -1.76)
C (5.95, 2.37, 0.58)
C (4.57, 2.73, 0.00)
C (3.79, 3.60, 0.99)
C (3.31, 2.83, 2.22)
C (2.51, 1.60, 1.81)
C (3.23, 0.69, 0.81)
N (3.78, 1.50, -0.32)
O (2.89, 1.75, -1.22)
C (4.34, -0.11, 1.51)
C (2.25, -0.33, 0.26)
C (4.83, 3.50, -1.28)
H (6.60, 3.25, 0.55)
H (5.93, 2.06, 1.62)
H (6.43, 1.59, 0.00)
H (2.92, 4.02, 0.48)
H (4.42, 4.44, 1.29)
H (4.16, 2.54, 2.85)
H (2.69, 3.48, 2.83)
H (2.25, 1.01, 2.69)
H (1.56, 1.92, 1.37)
H (4.96, -0.64, 0.78)
H (3.89, -0.86, 2.16)
H (4.99, 0.49, 2.14)
H (1.36, 0.13, -0.17)
H (1.91, -0.99, 1.06)
H (2.71, -0.96, -0.51)
H (5.34, 2.88, -2.02)
H (5.46, 4.36, -1.06)
H (3.91, 3.87, -1.73)

Mulliken population analysis, charges in e, atoms 1 to 6:
1 C -1.249
2 Si 0.076
3 C -0.759
4 C -0.854
5 C -0.343
6 C 0.117